# 1
Density functional theory data (ωB97M-V/def2-TZVPD) for a structure of composition C56H49MnN4OP2S.

Element x y z (Å)
Mn 0.34 -0.02 -0.80
C -4.09 -2.39 3.72
C -2.70 -2.92 3.33
C -2.37 -4.19 4.14
C -1.69 -1.83 3.63
C -1.33 -1.53 4.94
C -0.45 -0.52 5.25
C 0.09 0.25 4.24
C -0.25 -0.02 2.92
P 0.43 1.01 1.58
C -0.31 2.64 1.98
C -1.36 2.78 2.89
C -1.89 4.03 3.16
C -1.40 5.16 2.52
C -0.38 5.03 1.58
C 0.15 3.78 1.31
C 2.14 1.13 2.23
C 2.80 2.32 2.49
C 4.07 2.29 3.06
C 4.69 1.09 3.33
C 4.05 -0.10 3.04
C 2.78 -0.08 2.50
C -1.13 -1.06 2.62
O -1.38 -1.26 1.29
C -2.08 -2.40 0.93
C -2.14 -2.66 -0.44
C -2.81 -3.78 -0.91
C -3.42 -4.63 0.00
C -3.38 -4.34 1.35
C -2.71 -3.23 1.85
P -1.38 -1.48 -1.61
C -2.91 -0.96 -2.48
C -3.39 -1.56 -3.63
C -4.53 -1.07 -4.25
C -5.20 0.02 -3.72
C -4.77 0.58 -2.53
C -3.64 0.09 -1.92
C -0.55 -2.59 -2.79
C -0.44 -2.25 -4.13
C 0.23 -3.09 -5.01
C 0.80 -4.27 -4.54
C 0.72 -4.59 -3.20
C 0.05 -3.76 -2.32
H -4.12 -2.13 4.78
H -4.85 -3.15 3.54
H -4.35 -1.51 3.14
H -2.42 -3.99 5.20
H -1.37 -4.55 3.90
H -3.08 -4.98 3.92
H -1.76 -2.10 5.75
H -0.18 -0.32 6.28
H 0.77 1.06 4.46
H -1.76 1.92 3.40
H -2.69 4.12 3.88
H -1.80 6.13 2.75
H 0.01 5.90 1.08
H 0.96 3.69 0.60
H 2.33 3.27 2.30
H 4.57 3.22 3.29
H 5.67 1.07 3.79
H 4.52 -1.05 3.25
H 2.27 -1.02 2.32
H -2.85 -3.98 -1.97
H -3.93 -5.51 -0.36
H -3.90 -4.99 2.03
H -2.89 -2.42 -4.05
H -4.89 -1.55 -5.15
H -6.07 0.41 -4.23
H -5.32 1.40 -2.09
H -3.33 0.50 -0.96
H -0.88 -1.34 -4.51
H 0.31 -2.82 -6.05
H 1.31 -4.93 -5.23
H 1.16 -5.51 -2.83
H -0.03 -4.03 -1.28
C -2.64 4.55 -1.74
C -1.95 3.61 -2.65
N -1.90 3.69 -3.94
N -1.14 2.66 -4.37
C -0.69 1.92 -3.35
S 0.37 0.63 -3.33
N -1.22 2.52 -2.23
N -1.05 1.99 -0.96
H -3.16 5.29 -2.35
H -1.92 5.07 -1.11
H -3.35 4.04 -1.10
H -0.96 2.54 -5.36
H -1.94 1.61 -0.62
H -0.75 2.73 -0.31
C 6.61 3.38 -1.09
C 6.29 2.21 -0.41
C 4.98 1.77 -0.36
C 3.97 2.50 -1.00
C 4.30 3.70 -1.64
C 5.61 4.12 -1.71
C 2.58 2.07 -1.04
C 2.06 0.85 -0.90
C 2.60 -0.48 -0.95
C 3.73 -0.85 -1.71
C 4.20 -2.14 -1.67
C 3.54 -3.12 -0.94
C 2.38 -2.81 -0.25
C 1.90 -1.51 -0.26
H 7.63 3.71 -1.14
H 7.07 1.64 0.08
H 4.74 0.87 0.19
H 3.52 4.28 -2.11
H 5.85 5.03 -2.24
H 1.89 2.89 -1.24
H 4.23 -0.09 -2.28
H 5.10 -2.39 -2.21
H 3.93 -4.13 -0.91
H 1.87 -3.57 0.31
H 1.02 -1.23 0.35

Expectation value of S²: 6.27
HOMO level (spin up / spin down): -12.522 / -12.597 eV
ΔE to the lowest compared entry with this formula, charge and spin: 110.34 kJ/mol
Total charge: +2
Spin multiplicity: 5
HOMO-LUMO gap (spin up / spin down): 6.62 / 7.17 eV


# 2
Density functional theory data (ωB97M-V/def2-TZVPD) for a cluster of 2 separate species, C4H13NS in total.

Element x y z (Å)
C 0.71 1.80 0.25
N 0.37 0.74 1.20
C -0.26 1.23 2.45
H 1.46 2.42 0.47
H -0.24 2.41 0.12
H 0.92 1.34 -0.83
H -0.21 0.03 0.66
H -0.77 2.23 2.15
H -0.97 0.58 2.91
H 0.54 1.53 3.23
C -1.37 -1.01 -1.69
S -0.37 -2.44 -2.30
C 0.99 -2.22 -1.06
H -2.18 -0.99 -2.36
H -1.74 -1.19 -0.70
H -0.84 -0.05 -1.77
H 1.57 -1.25 -1.43
H 1.65 -3.01 -1.25
H 0.73 -2.14 -0.05

HOMO level: -8.643 eV
ΔE to the lowest compared entry with this formula, charge and spin: 157.51 kJ/mol
Total charge: 0
Spin multiplicity: 1
HOMO-LUMO gap: 9.54 eV


# 3
Density functional theory data (ωB97M-V/def2-TZVPD) for the molecule C6H6.

Element x y z (Å)
C 3.33 -0.45 0.15
C 2.28 0.11 -0.11
C 1.04 0.73 -0.21
C -0.12 0.02 -0.03
C -1.55 0.38 0.11
C -2.57 -0.48 -0.03
H 4.34 -0.85 0.11
H 1.03 1.79 -0.13
H 0.03 -1.03 -0.11
H -1.75 1.34 0.56
H -3.58 -0.04 0.00
H -2.48 -1.51 -0.32

HOMO level: -8.555 eV
ΔE to the lowest compared entry with this formula, charge and spin: 336.39 kJ/mol
Total charge: 0
Spin multiplicity: 1
HOMO-LUMO gap: 8.69 eV


# 4
Density functional theory data (ωB97M-V/def2-TZVPD) for the molecule C3H7NS2.

Element x y z (Å)
C -0.10 0.57 -0.79
C 0.79 1.18 0.22
C -0.96 -0.56 -0.41
N 1.88 -1.37 0.58
S 1.62 -0.14 1.28
S -1.52 -0.57 1.34
H -0.72 1.41 -1.24
H 0.61 0.05 -1.41
H 1.67 1.52 -0.32
H 0.50 2.02 0.87
H -1.89 -0.68 -1.09
H -0.35 -1.46 -0.49
H -1.53 -1.97 1.46

HOMO level: -8.537 eV
ΔE to the lowest compared entry with this formula, charge and spin: 307.53 kJ/mol
Total charge: 0
Spin multiplicity: 1
HOMO-LUMO gap: 8.37 eV


# 5
Density functional theory data (ωB97M-V/def2-TZVPD) for a structure of composition C20H28NNdO2Se.

Element x y z (Å)
Nd -15.56 5.34 -3.47
O -14.08 7.14 -4.26
C -12.71 7.23 -3.61
C -12.75 8.19 -2.44
C -13.95 7.98 -1.53
C -14.00 6.72 -0.60
C -13.48 6.74 0.68
C -13.70 5.72 1.57
C -14.58 4.80 1.17
C -14.89 4.65 -0.18
N -14.66 5.63 -1.05
H -14.25 8.00 -4.66
H -11.85 7.59 -4.28
H -12.51 6.16 -3.39
H -12.76 9.22 -2.90
H -11.90 8.19 -1.84
H -14.87 8.02 -2.07
H -13.99 8.76 -0.71
H -12.92 7.60 0.96
H -13.40 5.81 2.60
H -14.83 4.09 1.90
H -15.37 3.76 -0.51
C -11.45 3.25 -2.74
C -12.90 2.98 -2.52
C -13.27 1.92 -1.47
O -13.78 3.64 -3.07
H -11.08 3.68 -1.83
H -11.23 3.80 -3.66
H -10.96 2.29 -2.69
H -12.61 1.04 -1.66
H -14.34 1.69 -1.42
H -13.12 2.36 -0.50
C -15.65 3.99 -7.49
C -16.45 4.25 -6.22
C -16.64 3.29 -5.25
C -17.44 3.50 -4.10
C -17.40 2.38 -3.01
C -18.00 4.79 -3.96
Se -18.08 5.48 -2.23
C -18.02 5.67 -5.08
C -18.78 6.97 -4.97
C -17.13 5.48 -6.12
H -15.17 4.86 -7.90
H -16.33 3.59 -8.21
H -14.92 3.19 -7.41
H -16.09 2.34 -5.39
H -17.48 1.41 -3.52
H -18.26 2.48 -2.35
H -16.48 2.49 -2.37
H -19.85 6.86 -4.89
H -18.58 7.62 -5.83
H -18.45 7.52 -4.09
H -17.01 6.25 -6.86

Expectation value of S²: 3.75
HOMO level (spin up / spin down): -14.158 / -14.176 eV
Total charge: +2
Spin multiplicity: 4
HOMO-LUMO gap (spin up / spin down): 7.89 / 8.03 eV


# 6
Density functional theory data (ωB97M-V/def2-TZVPD) for a structure of composition C6H15N3.

Element x y z (Å)
C -1.76 -0.54 -0.91
C 1.71 0.90 -1.50
N -0.65 0.41 -0.84
C 0.79 -0.19 -0.98
N 0.97 -1.38 -1.50
H -0.78 1.14 -1.55
H 0.19 -2.01 -1.31
H -1.86 -0.99 -1.90
H -2.69 -0.01 -0.67
H -1.61 -1.32 -0.18
H 1.48 1.10 -2.55
H 2.74 0.54 -1.45
H 1.64 1.83 -0.94
C -1.35 0.65 1.82
N 0.77 -1.40 1.42
C 0.98 -0.06 0.94
C -0.12 0.85 0.98
H 1.15 -2.05 0.74
H 1.23 -1.57 2.31
H 1.96 0.38 1.08
H 0.14 1.89 0.82
H -2.21 1.20 1.44
H -1.58 -0.41 1.93
H -1.13 1.04 2.82

HOMO level: -7.075 eV
ΔE to the lowest compared entry with this formula, charge and spin: 350.97 kJ/mol
Total charge: 0
Spin multiplicity: 1
HOMO-LUMO gap: 7.87 eV


# 7
Density functional theory data (ωB97M-V/def2-TZVPD) for a structure of composition C13H23INPZr.

Element x y z (Å)
C -2.12 -2.85 1.32
C -0.74 -2.86 1.53
C 0.01 -1.70 1.29
C -0.62 -0.50 0.97
C -1.99 -0.49 0.74
C -2.74 -1.66 0.95
C 1.51 -1.75 1.28
C 2.01 -0.51 0.44
N 2.94 -0.75 -0.61
Zr 0.88 1.40 0.68
C -2.67 0.78 0.31
P -1.39 1.97 -0.30
H -0.23 -3.78 1.85
H -3.83 -1.61 0.81
H -2.70 -3.76 1.44
H -3.23 1.26 1.13
H -3.38 0.61 -0.52
H 1.94 -1.63 2.30
H 1.92 -2.68 0.87
H 1.09 -0.23 -0.25
C -2.31 3.50 -0.47
C -1.23 1.38 -2.01
H 2.42 0.24 1.21
C 2.38 -1.52 -1.71
C 3.93 0.24 -0.97
H -1.65 1.72 2.94
H 3.21 -1.86 -2.36
H 1.85 -2.40 -1.31
H 1.67 -0.97 -2.35
H 4.57 -0.22 -1.74
H 3.49 1.17 -1.38
H 4.53 0.52 -0.10
H -2.21 1.47 -2.50
H -0.49 1.99 -2.54
H -0.90 0.33 -2.05
H -3.17 3.35 -1.13
H -2.66 3.84 0.52
H -1.65 4.27 -0.89
H 1.56 1.81 -0.90
I 0.01 1.87 3.49

HOMO level: -15.005 eV
Total charge: +2
Spin multiplicity: 1
HOMO-LUMO gap: 6.10 eV


# 8
Density functional theory data (ωB97M-V/def2-TZVPD) for a structure of composition C24H26FeNO4.

Element x y z (Å)
C -3.89 0.80 1.33
O -2.53 0.96 0.89
C -1.55 0.07 1.24
C -0.75 -0.48 0.19
C -0.09 -1.78 0.51
C 0.73 -1.51 1.73
C 0.08 -0.80 2.76
C -1.18 -0.21 2.57
Fe 0.74 0.43 1.10
C 1.86 0.32 -0.21
O 2.75 0.48 -0.95
C 2.03 1.11 2.15
O 2.85 1.83 2.56
C 0.21 2.09 0.70
O -0.05 3.22 0.63
H -4.34 1.78 1.20
H -4.39 0.06 0.69
H -3.94 0.48 2.37
H -1.04 -0.27 -0.84
H -0.87 -2.52 0.78
H 0.43 -2.20 -0.35
H 1.66 -2.05 1.90
H 0.53 -0.79 3.76
H -1.72 0.27 3.40
C 2.30 -4.95 6.76
C 1.35 -6.10 6.40
C 1.08 -5.96 4.89
N 2.13 -5.09 4.38
C 2.24 -4.82 3.04
C 1.16 -4.85 2.18
C 1.33 -4.92 0.72
C 2.48 -4.02 0.19
C 3.64 -3.97 1.13
C 3.56 -4.52 2.43
C 4.77 -4.80 3.10
C 5.96 -4.21 2.67
C 5.97 -3.44 1.50
C 4.82 -3.33 0.72
C 2.86 -4.40 5.44
H 1.75 -4.16 7.28
H 3.11 -5.28 7.42
H 1.83 -7.07 6.59
H 0.42 -6.05 6.97
H 1.09 -6.94 4.38
H 0.08 -5.52 4.71
H 0.16 -5.00 2.59
H 1.58 -5.95 0.40
H 0.37 -4.67 0.23
H 2.81 -4.41 -0.79
H 2.13 -2.99 -0.03
H 4.76 -5.50 3.94
H 6.87 -4.35 3.26
H 6.88 -2.92 1.19
H 4.80 -2.74 -0.19
H 2.73 -3.31 5.36
H 3.94 -4.60 5.38

Expectation value of S²: 6.12
HOMO level (spin up / spin down): -8.590 / -10.384 eV
Total charge: +1
Spin multiplicity: 5
HOMO-LUMO gap (spin up / spin down): 5.15 / 4.29 eV


Let's list energy in order: -4689.042434; -613.069023; -232.098200; -969.520188; -3946.518496; -401.753599; -1249.250033; -2549.097602 a.u..